Record 1
Molecular formula: C5H10N2O2
Method: DFT, ωB97M-V/def2-TZVPD

Calculated values
total charge: 0
highest occupied orbital energy: -8.1671 eV
orbital gap: 8.869 eV
LUMO: 0.70 eV
energy relative to the best compared isomer or geometry (same formula, charge and spin): 33.3 kcal per mole
SMILES: C=CC(=C)O.NC(N)=O

Positions of all 19 atoms, in Å:
1 C -2.18918 -0.10105 0.03214
2 N -3.45231 -0.01304 -0.47790
3 N -1.63607 -1.34224 0.02120
4 O -1.69313 0.85529 0.63632
5 H -0.67227 -1.39912 0.32071
6 H -2.01417 -2.06356 -0.56702
7 H -3.98721 -0.83852 -0.68194
8 H -3.96261 0.82798 -0.26849
9 C 1.29792 0.69174 0.16220
10 C 2.41747 -0.06903 -0.45407
11 C 1.13193 1.99677 -0.09438
12 C 2.89489 -1.21846 0.01439
13 O 0.70424 0.00150 1.17936
14 H -0.08245 0.51843 1.46007
15 H 2.97601 0.48712 -1.19551
16 H 1.85467 2.55297 -0.66291
17 H 0.22466 2.52560 0.14146
18 H 2.35736 -1.78052 0.76030
19 H 3.83023 -1.63186 -0.32595

Atoms 1-3, force components in eV/Å:
-0.6 0.3 1.6
-0.1 0.1 -0.5
0.3 0.0 -0.3

***

Record 2
Molecular formula: C5H10N2O2
Method: DFT, ωB97M-V/def2-TZVPD

Calculated values
total charge: 0
highest occupied orbital energy (alpha / beta): -7.2687 / -7.2690 eV
orbital gap (alpha / beta): 7.552 / 7.552 eV
LUMO (alpha / beta): 0.28 / 0.28 eV
energy relative to the best compared isomer or geometry (same formula, charge and spin): 139.9 kcal per mole

Positions of all 19 atoms, in Å:
1 C -2.10057 -0.76623 0.37009
2 C 2.13447 0.34290 -0.85480
3 N -1.02514 0.09490 -0.10492
4 C -0.39228 1.24545 0.76248
5 C 0.41908 -0.11926 0.97014
6 N -0.97755 0.17334 -1.52723
7 C 1.65492 -0.27773 0.41334
8 O 0.08463 -0.75290 2.14147
9 O -0.08277 2.27850 0.23259
10 H 0.61918 -1.55705 2.20140
11 H -0.47943 1.03573 -1.75060
12 H -1.92852 0.32344 -1.85653
13 H 2.40914 -0.65173 1.09771
14 H -3.05300 -0.36212 0.01949
15 H -1.97298 -1.78196 -0.01292
16 H -2.09313 -0.77793 1.45361
17 H 3.22332 0.34079 -0.88632
18 H 1.76186 -0.17649 -1.74067
19 H 1.79875 1.38835 -0.92832

Atoms 1-3, force components in eV/Å:
0.0 0.1 -0.1
-0.2 0.1 0.0
-0.2 1.0 -0.4

***

Record 3
Molecular formula: C5H10N2O2
Method: DFT, ωB97M-V/def2-TZVPD

Calculated values
total charge: 0
highest occupied orbital energy: -9.5962 eV
orbital gap: 10.392 eV
LUMO: 0.80 eV
energy relative to the best compared isomer or geometry (same formula, charge and spin): 60.3 kcal per mole
SMILES: [H]/N=C(/C)C(C)=O.C#N.O

Positions of all 19 atoms, in Å:
1 C 2.70328 -0.34448 -0.69538
2 C -0.48111 -1.46361 0.19876
3 C 1.51483 0.11929 0.10125
4 C 0.77418 -0.97571 0.83236
5 N 1.18484 -1.46365 1.91975
6 O 1.19724 1.28511 0.18956
7 H 2.06704 -1.08486 2.26141
8 H 3.28145 0.50743 -1.04523
9 H 2.34277 -0.90676 -1.55692
10 H 3.32639 -1.00628 -0.09621
11 H -0.30666 -1.75487 -0.83568
12 H -1.22451 -0.66518 0.20099
13 H -0.87792 -2.30022 0.76542
14 C -3.88209 1.16622 -0.88326
15 O -1.53858 1.94816 0.14327
16 N -3.37908 0.13293 -0.89572
17 H -0.58457 1.79555 0.23035
18 H -1.73348 2.91464 0.11887
19 H -4.38400 2.09629 -0.95359

Atoms 1-3, force components in eV/Å:
0.0 0.3 0.0
-0.2 0.2 0.1
0.5 -0.1 0.1

***

Record 4
Molecular formula: C5H10N2O2
Method: DFT, ωB97M-V/def2-TZVPD

Calculated values
total charge: 0
highest occupied orbital energy: -9.1462 eV
orbital gap: 9.984 eV
LUMO: 0.84 eV
energy relative to the best compared isomer or geometry (same formula, charge and spin): 50.4 kcal per mole
SMILES: C[C@H](C=O)C(=O)N(C)N

Positions of all 19 atoms, in Å:
1 C 1.84150 -0.00622 -0.32889
2 C 0.52750 0.00354 -1.03803
3 C -0.70143 1.62530 1.11222
4 C 0.47792 -0.87411 -2.26924
5 N -0.81449 0.18272 1.08335
6 C -0.26647 -0.66026 0.18572
7 N -1.68403 -0.34855 2.06081
8 O 2.25988 0.91290 0.34455
9 O -0.46113 -1.86199 0.22748
10 H 2.45197 -0.90526 -0.52071
11 H 0.16735 1.01814 -1.20297
12 H -1.15501 -0.51530 2.91903
13 H -2.00177 -1.26020 1.71691
14 H -1.35115 2.08731 0.36007
15 H 0.34134 1.92862 0.97073
16 H -1.03593 1.95613 2.10118
17 H 0.69454 -1.90798 -2.00696
18 H 1.21976 -0.54050 -2.99754
19 H -0.51035 -0.83427 -2.71771

Atoms 1-3, force components in eV/Å:
1.3 1.3 -0.7
-0.7 -0.7 1.7
0.1 0.3 0.0

***

Record 5
Molecular formula: C5H10N2O2
Method: DFT, ωB97M-V/def2-TZVPD

Calculated values
total charge: 0
highest occupied orbital energy: -9.2183 eV
orbital gap: 9.752 eV
LUMO: 0.53 eV
energy relative to the best compared isomer or geometry (same formula, charge and spin): 64.8 kcal per mole
SMILES: [H]/N=C\O[C@](C)(O)/C(C)=N\[H]

Positions of all 19 atoms, in Å:
1 C 0.29430 -1.97555 -0.61019
2 C 0.20005 -0.81147 0.35568
3 O 0.97250 -1.05617 1.46047
4 O -1.10934 -0.52641 0.74033
5 H 0.68042 -0.47596 2.17626
6 H -0.10524 -2.85618 -0.10834
7 H 1.33403 -2.14824 -0.87443
8 H -0.30702 -1.79256 -1.49783
9 C 0.98317 1.74767 0.56175
10 C 0.67719 0.64812 -0.41368
11 C -1.71317 0.34085 -0.23672
12 N 1.17485 0.71490 -1.56926
13 N -2.69628 1.06171 0.06244
14 H 0.94264 -0.05821 -2.19084
15 H -3.00685 1.01083 1.02785
16 H -1.53908 0.12045 -1.28792
17 H 1.89601 1.51147 1.10867
18 H 0.16757 1.86970 1.27458
19 H 1.15425 2.67506 0.02120

Atoms 1-3, force components in eV/Å:
0.0 0.1 0.6
0.8 2.2 -2.5
0.0 0.0 0.3

***

Record 6
Molecular formula: C5H10N2O3
Method: DFT, ωB97M-V/def2-TZVPD

Calculated values
total charge: 0
highest occupied orbital energy: -9.7402 eV
orbital gap: 10.314 eV
LUMO: 0.57 eV
energy relative to the best compared isomer or geometry (same formula, charge and spin): 48.5 kcal per mole
SMILES: NC(=O)CC[C@H](N)C(=O)O

Positions of all 20 atoms, in Å:
1 C -1.35851 -0.52750 0.32370
2 C -0.89487 0.89850 0.27046
3 C -0.26271 -1.46735 0.95021
4 C 1.18204 -0.74902 1.01851
5 C 1.69672 -0.18852 -0.30682
6 H -2.73322 -1.45582 -0.79876
7 H -1.57914 -1.23295 -1.73275
8 H -2.14266 -0.55140 1.10114
9 H -0.70598 -1.32493 1.85315
10 H -0.26979 -2.45139 0.38428
11 H 1.25050 -0.18656 1.98734
12 H 2.01774 -1.53157 1.19892
13 H 1.82206 1.66256 0.41130
14 H 2.53016 1.34931 -1.28654
15 H -2.01972 0.67044 -1.25672
16 N -2.04788 -0.84363 -0.93824
17 N 2.14779 1.09162 -0.37829
18 O -0.39839 1.38124 1.26066
19 O 1.65743 -0.94016 -1.26955
20 O -1.38971 1.49888 -0.76387

Atoms 1-3, force components in eV/Å:
0.4 -1.3 -0.5
-2.2 -0.1 0.8
1.8 1.3 -4.0